This record from the Open Molecules 2025 dataset describes a single C6H12N2 molecule. The level of theory is the ωB97M-V functional and the def2-TZVPD basis.

```
20
Properties=species:S:1:pos:R:3:mulliken_charge:R:1
C 1.735 0.786 0.347 -0.869
C 0.615 0.475 -0.558 -0.575
C -0.860 -0.425 -1.827 -0.724
C -1.526 -0.761 -0.471 -0.070
C -1.337 -0.814 0.847 -0.065
C -0.234 -0.119 1.834 -0.810
H 1.963 1.782 0.620 0.350
H 2.671 0.468 0.133 0.374
H -0.213 0.853 0.012 0.542
H 0.648 -0.619 -0.591 0.402
H -0.362 1.563 -2.021 0.323
H -0.448 -1.387 -2.203 0.316
H -1.734 -0.165 -2.575 0.407
H -2.571 -1.185 -0.652 0.206
H -2.030 -1.397 1.487 0.266
H -0.186 -0.834 2.724 0.348
H -0.622 0.807 2.257 0.353
H 1.608 0.470 2.419 0.236
N 0.247 0.617 -1.954 -0.617
N 1.313 0.068 1.578 -0.396
```

The LUMO energy is 0.034 Eh. Its multiplicity is 1. As for the SMILES: C1=C\CNCCNC/1. The energy relative to the best compared isomer or geometry (same formula, charge and spin) comes out at 120.8 kcal per mole. The strongest force on any atom comes out at 4.04 eV/Å.

---

This record from the Open Molecules 2025 dataset describes a single C3H5BrO2 molecule. The level of theory is the ωB97M-V functional and the def2-TZVPD basis.

```
11
Properties=species:S:1:pos:R:3:mulliken_charge:R:1
C 0.749 0.684 -0.131 0.037
C 1.762 -0.368 -0.342 0.536
C -0.675 0.200 0.079 -1.190
O 1.179 0.213 -1.399 -0.390
O 1.427 -1.642 0.056 -0.424
Br 3.566 0.158 0.130 -0.195
H 1.192 1.691 0.273 0.321
H -0.949 -0.752 -0.485 0.253
H -1.376 1.044 -0.100 0.348
H -0.974 0.030 1.050 0.363
H 1.640 -2.106 -0.739 0.341
```

The LUMO energy is 0.027 Eh. Its multiplicity is 1. As for the SMILES: C[C@@H]1O[C@@]1(O)Br. The energy relative to the best compared isomer or geometry (same formula, charge and spin) comes out at 39.4 kcal per mole. The strongest force on any atom comes out at 3.40 eV/Å.

---

This record from the Open Molecules 2025 dataset describes 3 unconnected molecules or ions with the total composition C15H30F9N2O8P2S. The level of theory is the ωB97M-V functional and the def2-TZVPD basis.

```
67
Properties=species:S:1:pos:R:3:mulliken_charge:R:1
F -0.126 -1.508 1.148 -0.285
C -0.475 -0.283 0.566 0.691
F -1.130 0.387 1.590 -0.325
C -1.429 -0.674 -0.601 -1.010
C -2.652 -1.562 -0.129 -0.789
C -3.798 -1.484 -1.231 -0.876
C -5.171 -0.987 -0.669 -0.696
N -5.204 0.448 -0.305 0.217
C -4.366 1.149 0.559 -0.138
C -4.811 2.502 0.618 -0.620
N -5.916 2.511 -0.229 -0.052
C -6.162 1.301 -0.787 -0.061
C 0.887 0.375 0.152 0.597
F 1.689 -0.546 -0.465 -0.253
F 1.548 0.672 1.320 -0.261
S 0.815 1.939 -0.873 1.339
F -0.717 2.298 -0.471 -0.296
F 0.410 1.177 -2.242 -0.301
F 2.418 1.737 -1.225 -0.362
F 1.290 2.803 0.442 -0.331
F 0.865 3.322 -1.714 -0.295
H -1.863 0.216 -1.131 0.550
H -0.865 -1.247 -1.379 0.461
H -2.267 -2.615 -0.083 0.465
H -3.018 -1.290 0.891 0.511
H -3.961 -2.547 -1.564 0.417
H -3.466 -0.940 -2.156 0.462
H -5.376 -1.579 0.266 0.289
H -6.015 -1.234 -1.365 0.400
H -3.510 0.726 1.114 0.497
H -4.369 3.304 1.234 0.388
H -6.437 3.383 -0.334 0.245
H -6.992 1.073 -1.488 0.378
C 0.013 -5.826 6.198 -0.663
O -0.861 -5.284 5.209 -0.304
P -0.511 -5.494 3.668 1.097
O -1.442 -4.833 2.744 -0.638
O -0.425 -7.075 3.508 -0.315
C -1.643 -7.813 3.617 -0.700
O 1.015 -5.068 3.551 -0.354
C 1.338 -3.847 2.889 -0.482
H -0.583 -6.118 7.061 0.255
H 0.550 -6.702 5.832 0.334
H 0.730 -5.063 6.504 0.242
H -2.519 -7.168 3.534 0.340
H -1.661 -8.324 4.581 0.264
H -1.671 -8.554 2.820 0.247
H 1.952 -3.237 3.552 0.312
H 0.452 -3.278 2.611 0.135
H 1.910 -4.077 1.991 0.266
C 5.134 4.953 -1.403 -0.679
O 4.247 5.466 -2.394 -0.276
P 4.592 5.240 -3.936 1.130
O 3.648 5.869 -4.863 -0.703
O 4.701 3.656 -4.071 -0.319
C 3.494 2.909 -3.942 -0.679
O 6.111 5.687 -4.067 -0.324
C 6.420 6.903 -4.748 -0.682
H 4.547 4.664 -0.532 0.239
H 5.683 4.080 -1.760 0.349
H 5.840 5.732 -1.112 0.273
H 2.613 3.547 -4.031 0.314
H 3.485 2.417 -2.974 0.200
H 3.465 2.155 -4.728 0.323
H 7.029 7.526 -4.093 0.254
H 5.529 7.460 -5.034 0.355
H 6.995 6.665 -5.642 0.235
```

Its charge is +1. The LUMO energy is -0.118 Eh. Its multiplicity is 1. The strongest force on any atom comes out at 4.31 eV/Å.

---

This record from the Open Molecules 2025 dataset describes a molecular structure, C14H16N6O5. The level of theory is the ωB97M-V functional and the def2-TZVPD basis.

```
41
Properties=species:S:1:pos:R:3:mulliken_charge:R:1
C 1.152 0.996 -1.649 -1.493
C 1.528 0.061 -0.506 1.423
C 1.356 -1.379 -0.953 -1.965
C 2.923 0.312 0.052 -1.431
N 0.593 0.329 0.610 0.507
C 0.203 1.541 0.954 0.122
N -0.767 1.445 1.865 0.196
C -1.644 2.499 2.343 -0.963
C -0.864 0.099 2.235 -0.887
C 0.020 -0.583 1.485 -0.239
H 1.287 2.056 -1.404 0.378
H 1.766 0.761 -2.530 0.457
H 0.098 0.848 -1.926 0.359
H 1.794 -2.063 -0.219 0.436
H 0.300 -1.625 -1.126 0.445
H 1.899 -1.504 -1.898 0.441
H 3.100 -0.406 0.862 0.382
H 3.678 0.159 -0.723 0.399
H 3.016 1.322 0.473 0.305
H -1.631 3.332 1.630 0.336
H -2.672 2.128 2.435 0.401
H -1.316 2.860 3.325 0.307
H -1.483 -0.249 3.034 0.473
H 0.282 -1.627 1.498 0.463
O 1.591 7.793 4.301 -0.551
N 1.157 7.603 3.152 0.861
O 0.793 8.535 2.399 -0.566
C 1.041 6.262 2.612 -0.211
C 0.319 6.055 1.448 -0.626
C 0.544 4.833 0.747 -0.233
N 0.337 4.780 -0.692 1.051
O -0.537 5.487 -1.222 -0.628
O 1.144 4.077 -1.352 -0.633
C 1.102 3.743 1.345 -0.176
C 1.750 3.863 2.557 0.570
N 2.686 3.049 3.148 -0.493
O 3.392 3.943 4.020 -0.093
N 2.876 5.221 4.008 -0.401
C 1.818 5.155 3.171 0.762
H -0.349 6.794 1.019 0.564
H 0.865 2.516 0.744 -0.050
```

The LUMO energy is -0.053 Eh. Its multiplicity is 1. The energy relative to the best compared isomer or geometry (same formula, charge and spin) comes out at 259.0 kcal per mole. The strongest force on any atom comes out at 3.30 eV/Å.

---

Among the records above, which one has the highest strongest force on any atom?
C15H30F9N2O8P2S

---

Look up the strongest force on any atom of the second one.
3.40 eV/Å